C12H11O3 | wB97M-V/def2-TZVPD

Values from the calculation:
2S+1   1
Relative energy (zero: lowest compared OMol25 entry of this formula, charge and spin)   149.8 kJ/mol
DFT total energy   -689.57868 hartree
Net charge   -1
Lowest unoccupied orbital energy (alpha / beta)   3.3 / 3.3 eV
Kohn-Sham gap (alpha / beta)   0.241 / 0.241 hartree
Highest occupied orbital energy (alpha / beta)   -0.12139 / -0.12144 Ha

Last column: Mulliken charge in e.
Positions of all 26 atoms, in Å:
C -3.2727 1.3064 0.2800  -0.555
C -3.4803 0.1964 -0.5871  -0.346
C -2.0421 1.5308 0.8041  -0.912
C -2.4643 -0.6365 -0.8936  -1.014
C 0.3034 0.9780 1.0659  -1.112
C -0.1451 -1.2999 -0.6695  -1.426
C -0.9240 0.6984 0.5167  1.349
C -1.1318 -0.4501 -0.3642  1.463
C 2.1984 1.4932 -0.4327  0.512
C 1.5581 0.3631 0.7250  -0.037
C 1.5448 -1.0542 0.2135  1.078
C 2.6306 -1.4321 -0.7633  -2.050
O 1.7345 1.3799 -1.5433  -0.637
O 3.0162 2.2165 0.0975  -0.709
O 1.5348 -1.9962 1.2752  -0.592
H -4.1034 1.9646 0.5012  0.357
H -4.4713 0.0335 -0.9962  0.349
H -1.8759 2.3816 1.4550  0.306
H -2.6231 -1.4827 -1.5511  0.329
H 0.3706 1.8435 1.7186  0.304
H -0.1928 -2.1880 -1.2676  0.326
H 2.3020 0.4551 1.5238  0.301
H 2.5692 -2.4952 -0.9875  0.487
H 3.6072 -1.2213 -0.3249  0.438
H 2.5203 -0.8535 -1.6735  0.410
H 0.8369 -1.7312 1.8779  0.381

C24H28Cl2FeN6O9P2 | wB97M-V/def2-TZVPD

Values from the calculation:
2S+1   5
Expectation value of S²   6.010
Relative energy (zero: lowest compared OMol25 entry of this formula, charge and spin)   26.3 kJ/mol
DFT total energy   -4804.18373 hartree
Lowest unoccupied orbital energy (alpha / beta)   -0.8 / -0.8 eV
Kohn-Sham gap (alpha / beta)   0.208 / 0.209 hartree
Highest occupied orbital energy (alpha / beta)   -0.23823 / -0.23912 Ha

Last column: Mulliken charge in e.
Positions of all 72 atoms, in Å:
Fe -0.6276 -0.2757 -0.1058  0.252
Cl 5.4560 -2.5610 -2.7119  -0.232
C 4.1414 -2.2623 -1.6173  0.152
C 3.0111 -1.6154 -2.1043  -0.861
C 1.9417 -1.3466 -1.2567  -0.075
N 0.7371 -0.7475 -1.6121  0.197
C 0.5378 -0.1989 -2.8166  0.265
O 1.3107 -0.0441 -3.7600  -0.810
C -0.9004 0.2786 -2.9944  0.392
C -1.2724 0.9199 -4.1638  -0.502
C -2.5979 1.2771 -4.3351  -0.436
C -3.5104 0.9730 -3.3366  -0.694
C -3.0493 0.3490 -2.1902  -0.242
N -1.7729 0.0154 -2.0122  0.028
C 2.0224 -1.7455 0.1103  0.031
C 3.1611 -2.3914 0.5753  -0.648
C 4.2188 -2.6455 -0.2913  -0.060
Cl 5.6309 -3.4377 0.3417  -0.244
N 0.8574 -1.5073 0.8591  0.084
C 0.7836 -1.7663 2.1548  0.710
O 1.6658 -2.0659 2.9777  -0.905
C -0.6475 -1.7026 2.6661  0.131
C -0.9352 -2.0971 3.9678  -0.609
C -2.2538 -2.1213 4.3812  -0.433
C -3.2421 -1.7462 3.4811  -0.798
C -2.8605 -1.3445 2.2112  -0.373
N -1.5927 -1.3217 1.8060  -0.108
H 2.9744 -1.3074 -3.1353  0.678
H -0.5066 1.1105 -4.9012  0.487
H -2.9189 1.7819 -5.2374  0.420
H -4.5581 1.2237 -3.4270  0.457
H -3.7218 0.1155 -1.3747  0.404
H 3.2346 -2.6931 1.6062  0.651
H -0.1135 -2.4088 4.5974  0.559
H -2.5151 -2.4490 5.3797  0.451
H -4.2890 -1.7650 3.7507  0.451
H -3.5933 -1.0255 1.4827  0.498
C -1.3923 4.6494 1.8032  -1.484
C -1.6659 3.8526 0.5120  1.195
O -2.2489 4.7378 -0.4676  -0.762
P -2.9290 2.5227 0.7342  -0.009
O -3.7249 2.9840 2.0515  -0.565
O -3.9264 2.7608 -0.4690  -0.568
O -2.4855 1.1181 0.8427  0.101
P -0.0994 3.1786 -0.3069  0.660
O 1.1189 3.8390 0.5358  -0.527
O -0.1579 3.7805 -1.6638  -0.947
O 0.0197 1.7026 -0.0848  -0.097
H -2.1242 4.4686 2.5851  0.333
H -1.4481 5.7014 1.5272  0.382
H -0.3956 4.4654 2.1915  0.271
H -1.6303 4.6853 -1.2382  0.463
H -4.4853 2.4183 2.2448  0.369
H -3.6975 3.6332 -0.8615  0.473
H 1.5641 4.4986 -0.0155  0.346
N 2.0473 1.3121 5.2007  -0.121
C 0.5780 1.3786 4.8660  -0.818
C 0.4493 1.9092 3.4479  0.040
N 1.1738 1.0248 2.5932  0.668
C 2.5944 0.9980 2.8392  -0.594
C 2.8224 0.4419 4.2314  -0.680
H 2.1799 0.9864 6.1550  0.352
H 2.4284 2.2590 5.1507  0.367
H 0.1012 2.0083 5.6161  0.419
H 0.2038 0.3558 4.9239  0.316
H 0.8084 2.9551 3.4184  0.105
H -0.6071 1.9095 3.1768  -0.120
H 0.9564 1.0632 1.6054  -0.284
H 3.0683 1.9910 2.7351  0.307
H 3.0656 0.3178 2.1285  0.374
H 3.8628 0.4525 4.5531  0.375
H 2.4020 -0.5623 4.2847  0.393

C8H6IPS2 | wB97M-V/def2-TZVPD

Values from the calculation:
2S+1   1
DFT total energy   -1743.84352 hartree
Lowest unoccupied orbital energy   0.1 eV
Kohn-Sham gap   0.323 hartree
Highest occupied orbital energy   -0.31933 Ha

Last column: Mulliken charge in e.
Positions of all 18 atoms, in Å:
I -3.4656 0.1019 0.3124  -0.106
P -1.4710 0.1068 -1.0818  -0.089
C -0.4702 1.3843 -0.2443  0.337
C -0.2199 1.6365 1.2532  -0.444
C 0.5762 2.7334 1.4363  -0.383
S 1.0589 3.4906 -0.0188  -0.139
C 0.1395 2.3830 -0.9406  -0.324
C -0.4914 -1.3410 -0.5142  0.452
C 0.8555 -1.4388 -0.8831  -0.686
C 1.3619 -2.6661 -0.5191  -0.324
S 0.2681 -3.5845 0.4261  -0.103
C -0.9230 -2.4036 0.2093  -0.241
H -0.4739 1.0374 2.1027  0.354
H 1.0859 2.8602 2.3433  0.418
H 0.3075 2.3650 -2.0576  0.325
H 1.2790 -0.9628 -1.7650  0.284
H 2.4202 -3.1241 -0.7055  0.303
H -1.8378 -2.5782 0.6466  0.366

C2H2F2NO2P | wB97M-V/def2-TZVPD

Values from the calculation:
2S+1   1
Relative energy (zero: lowest compared OMol25 entry of this formula, charge and spin)   101.0 kJ/mol
DFT total energy   -823.52846 hartree
Lowest unoccupied orbital energy   -2.0 eV
Kohn-Sham gap   0.283 hartree
Highest occupied orbital energy   -0.35757 Ha

Last column: Mulliken charge in e.
Positions of all 10 atoms, in Å:
O 2.7494 0.3960 -0.5536  -0.438
N 2.0059 -0.4035 -0.1297  0.453
C 0.8745 -0.9158 0.0130  0.374
O 0.2834 -1.9311 0.2840  -0.553
C -0.0638 0.5189 0.2082  0.524
F 0.4049 1.3220 1.2067  -0.227
F -0.0978 1.2348 -0.9662  -0.208
P -1.8031 -0.2941 0.5740  -0.105
H -2.6886 0.9901 0.0729  0.092
H -1.6647 -0.9173 -0.7093  0.089

C23H27N3O5 | wB97M-V/def2-TZVPD

Values from the calculation:
2S+1   1
Relative energy (zero: lowest compared OMol25 entry of this formula, charge and spin)   0.0 kJ/mol
DFT total energy   -1433.22174 hartree
Lowest unoccupied orbital energy   0.6 eV
Kohn-Sham gap   0.341 hartree
Highest occupied orbital energy   -0.31863 Ha

Last column: Mulliken charge in e.
Positions of all 58 atoms, in Å:
C -5.1321 -3.7264 0.1848  -1.424
C -4.9431 -2.2978 -0.3099  -0.060
C -3.6488 -1.6985 0.2341  -1.238
C -3.4405 -0.2319 -0.1932  1.784
C -4.5915 0.6570 0.2306  -0.674
C -4.9079 0.7664 1.5802  -0.127
C -5.9565 1.5702 1.9883  -0.909
C -6.7014 2.2729 1.0562  -0.385
C -6.3812 2.1783 -0.2864  -0.828
C -5.3293 1.3783 -0.6985  -0.262
N -3.1298 -0.1284 -1.6003  0.114
C -1.8593 0.2598 -1.8430  0.225
O -1.2971 0.3711 -2.9007  -0.681
N -1.3014 0.5790 -0.5954  0.290
C 0.1124 0.7834 -0.4329  -1.219
C 0.7843 -0.5710 -0.2155  1.158
O 0.1233 -1.5970 -0.2111  -0.743
C 2.2123 -0.6002 -0.0157  -0.558
N 2.7843 -1.8385 0.1877  0.101
C 4.1026 -1.7323 0.3592  -0.179
C 4.9770 -2.9020 0.5958  -1.269
C 4.4316 -0.3714 0.2709  0.635
C 5.8138 0.0874 0.4171  0.164
O 6.7527 -0.6630 0.5619  -0.646
O 5.9509 1.4252 0.3925  -0.373
C 7.2773 1.9357 0.5122  -0.284
C 7.9969 1.9390 -0.8292  -1.113
C 3.2331 0.3472 0.0310  1.178
C 3.0873 1.8158 -0.1481  -1.552
C -2.1346 0.2694 0.4383  0.145
O -1.8843 0.3867 1.6098  -0.690
H -5.1846 -3.7490 1.2707  0.354
H -4.3004 -4.3521 -0.1308  0.324
H -6.0516 -4.1492 -0.2126  0.404
H -5.7886 -1.6842 0.0093  0.289
H -4.9238 -2.2981 -1.4021  0.245
H -3.6551 -1.7377 1.3239  0.380
H -2.7900 -2.2781 -0.1139  0.543
H -4.3167 0.2401 2.3124  0.397
H -6.1915 1.6489 3.0393  0.395
H -7.5228 2.8970 1.3755  0.398
H -6.9500 2.7307 -1.0198  0.408
H -5.0820 1.3237 -1.7477  0.402
H -3.7017 -0.5411 -2.3164  0.299
H 0.2835 1.4296 0.4301  0.384
H 0.4940 1.2490 -1.3442  0.416
H 2.2284 -2.6816 0.1970  0.248
H 5.5325 -2.7725 1.5226  0.315
H 5.7159 -2.9819 -0.1997  0.285
H 4.3908 -3.8168 0.6435  0.341
H 7.1562 2.9506 0.8974  0.335
H 7.8288 1.3252 1.2347  0.317
H 8.9771 2.3930 -0.7161  0.386
H 7.4251 2.5028 -1.5626  0.292
H 8.1195 0.9189 -1.1846  0.306
H 2.6310 2.0399 -1.1110  0.330
H 2.4528 2.2344 0.6319  0.312
H 4.0579 2.2951 -0.0992  0.316

C3H7NOS | wB97M-V/def2-TZVPD

Values from the calculation:
2S+1   1
Relative energy (zero: lowest compared OMol25 entry of this formula, charge and spin)   287.8 kJ/mol
DFT total energy   -646.60236 hartree
Lowest unoccupied orbital energy   0.9 eV
Kohn-Sham gap   0.355 hartree
Highest occupied orbital energy   -0.32220 Ha

Last column: Mulliken charge in e.
Positions of all 13 atoms, in Å:
C -2.2069 0.0536 0.0995  -0.492
O -0.8034 -0.1725 -0.1205  -0.053
N -0.3546 0.8707 -0.9329  -0.524
C 0.8339 0.7504 -1.3183  -0.048
S 2.1555 -0.3782 -0.8334  -0.084
C 1.7343 -0.7058 0.9152  -0.661
H -2.3086 1.0571 0.5244  0.261
H -2.6574 0.0438 -0.8508  0.248
H -2.5193 -0.7237 0.8252  0.216
H 1.1224 1.5181 -2.0568  0.357
H 0.8882 -1.4340 0.9750  0.197
H 2.6216 -1.1301 1.4000  0.317
H 1.4941 0.2506 1.3735  0.267

Please write out number 4 again, unchanged.
C2H2F2NO2P | wB97M-V/def2-TZVPD

Values from the calculation:
2S+1   1
Relative energy (zero: lowest compared OMol25 entry of this formula, charge and spin)   101.0 kJ/mol
DFT total energy   -823.52846 hartree
Lowest unoccupied orbital energy   -2.0 eV
Kohn-Sham gap   0.283 hartree
Highest occupied orbital energy   -0.35757 Ha

Last column: Mulliken charge in e.
Positions of all 10 atoms, in Å:
O 2.7494 0.3960 -0.5536  -0.438
N 2.0059 -0.4035 -0.1297  0.453
C 0.8745 -0.9158 0.0130  0.374
O 0.2834 -1.9311 0.2840  -0.553
C -0.0638 0.5189 0.2082  0.524
F 0.4049 1.3220 1.2067  -0.227
F -0.0978 1.2348 -0.9662  -0.208
P -1.8031 -0.2941 0.5740  -0.105
H -2.6886 0.9901 0.0729  0.092
H -1.6647 -0.9173 -0.7093  0.089